39
Properties=species:S:1:pos:R:3:forces:R:3:mulliken_charge:R:1 method="wB97M-V/def2-TZVPD" fmax_ev_per_a=13.3 gap_ev=5.530 lumo_energy_ha=-0.360 total_charge=+2 multiplicity=1
Na -0.10718 0.94444 -4.29295 0.5 -1.4 -9.7 0.920
Be -1.36686 -1.29593 -0.52542 3.6 3.3 2.7 0.409
N -0.54197 1.05059 -1.53689 -1.6 2.7 -3.6 1.275
O -0.15032 1.21592 -2.69909 1.4 0.2 10.1 -0.803
O -1.09623 1.86730 -0.88285 -0.3 1.8 0.8 -0.668
O -0.31630 -0.05781 -1.01904 -5.9 4.4 -5.6 -0.512
C -3.32933 2.76464 -1.99378 -0.7 -0.5 -0.5 0.500
Br -4.90612 1.58167 -2.46582 1.5 0.9 0.5 -0.050
Br -3.81944 4.54257 -1.56251 -0.1 -0.3 -0.1 0.061
Br -1.96155 2.74156 -3.42350 -2.7 2.0 -1.2 -0.080
H -2.70594 2.33615 -1.20899 -1.5 0.3 -0.1 -0.323
C 1.26940 -4.51265 0.57493 0.8 -0.2 -0.5 -1.228
C 1.80403 -3.14302 1.09701 -1.5 -2.8 2.0 -0.090
O 2.28266 -2.26491 0.16599 0.4 4.0 -4.5 -0.263
C 1.48958 -1.42131 -0.54752 0.7 -4.6 3.0 0.435
O 0.28433 -1.39937 -0.29714 5.1 -11.6 4.0 -0.218
C 2.27397 -0.57243 -1.58819 1.6 1.3 -0.4 0.878
F 1.95048 0.70475 -1.39280 0.7 0.3 0.2 -0.188
F 3.60361 -0.64149 -1.48483 -1.1 -0.7 0.5 -0.228
F 1.97246 -0.83371 -2.84991 -0.7 -0.9 -0.2 -0.254
H 0.30807 -4.56960 0.06433 -0.2 0.5 0.3 0.281
H 1.29904 -5.25533 1.37222 -0.4 0.4 0.4 0.420
H 1.95876 -5.00718 -0.10943 0.4 0.5 -0.3 0.355
H 2.67364 -3.38377 1.70851 -0.2 0.2 0.1 0.363
H 1.03483 -2.65480 1.69540 0.1 0.0 0.2 0.205
C 1.75264 2.39984 1.16824 0.9 -0.1 0.6 -1.590
C 0.81726 1.24019 0.91559 0.9 1.0 -1.0 0.326
O -0.29409 1.31858 1.78455 -5.4 -2.6 1.7 -0.219
C -1.38819 0.41811 1.81379 4.4 1.0 -2.6 0.900
O -1.47932 -0.60851 1.10910 -0.9 0.2 -0.4 -0.249
C -2.50841 0.63135 2.80614 -2.4 2.3 -1.1 0.739
F -3.72346 0.82550 2.09305 2.3 0.0 0.6 -0.241
F -2.68757 -0.41922 3.49448 0.1 -2.1 1.3 -0.196
F -2.27947 1.66288 3.56059 0.0 0.6 0.2 -0.194
H 1.33007 3.39502 1.02992 -0.5 -0.3 -0.1 0.357
H 2.52975 2.28599 0.41242 0.1 0.1 0.0 0.393
H 2.26433 2.42322 2.13038 -0.2 -0.3 0.1 0.408
H 1.26556 0.24950 0.99084 0.2 0.3 0.4 0.337
H 0.49728 1.44125 -0.10681 0.7 -0.2 2.1 0.034